(1)
C15H20N2O4 | ωB97M-V/def2-TZVPD

Geometry as XYZ:
```
41
C15H20N2O4 ωB97M-V/def2-TZVPD
O -1.60 -1.51 -3.08
C -0.71 -1.11 -2.36
C 0.33 -2.08 -1.75
O 0.22 -2.17 -0.33
C 0.86 -1.25 0.40
O 1.51 -0.35 -0.07
C 0.68 -1.49 1.85
C 0.60 -2.76 2.36
C 0.48 -2.98 3.74
C 0.44 -1.90 4.57
N 0.49 -0.65 4.07
C 0.59 -0.32 2.71
O 0.58 0.84 2.38
N -0.50 0.17 -2.02
C -1.36 1.25 -2.44
C -0.58 2.31 -3.24
C 0.82 2.66 -2.72
C 0.95 2.99 -1.22
C -0.32 3.54 -0.56
C -1.29 2.44 -0.13
C -2.13 1.85 -1.25
H 1.34 -1.76 -2.03
H 0.13 -3.08 -2.13
H 0.65 -3.60 1.69
H 0.43 -3.98 4.14
H 0.36 -1.99 5.64
H 0.45 0.15 4.69
H 0.28 0.41 -1.42
H -2.10 0.80 -3.11
H -1.19 3.21 -3.28
H -0.46 1.95 -4.26
H 1.15 3.53 -3.30
H 1.50 1.84 -2.95
H 1.26 2.10 -0.66
H 1.75 3.72 -1.11
H -0.82 4.25 -1.21
H -0.01 4.07 0.34
H -0.72 1.66 0.38
H -1.98 2.86 0.61
H -2.79 2.62 -1.65
H -2.76 1.06 -0.84
```

Values from the calculation:
SMILES ... O=C(COC(=O)c1ccc[nH]c1=O)NC1CCCCCC1
E_tot ... -994.10624 hartree
Multiplicity ... 1
Net charge ... 0

Here are the natural (NBO) charges for atoms 1 to 6, given in e: O -0.62; C 0.65; C -0.17; O -0.49; C 0.80; O -0.60

(2)
C4H14Ta | ωB97M-V/def2-TZVPD

Geometry as XYZ:
```
19
C4H14Ta ωB97M-V/def2-TZVPD
C 1.91 -0.87 0.42
C 1.51 0.20 -0.62
C 0.68 1.38 -0.05
C -0.64 0.99 0.70
Ta -1.96 -0.62 -0.28
H 1.27 -0.86 1.31
H 1.77 -1.86 -0.03
H 2.96 -0.80 0.69
H 1.03 -0.21 -1.51
H 2.45 0.64 -0.98
H 1.35 1.86 0.69
H 0.53 2.11 -0.84
H -1.25 1.91 0.73
H -0.44 0.75 1.75
H -1.44 -0.18 -2.02
H -3.39 0.56 -0.28
H -2.53 -1.13 1.44
H -0.69 -1.97 -0.14
H -3.12 -1.90 -0.97
```

Values from the calculation:
E_tot ... -217.59498 hartree
Multiplicity ... 1
Net charge ... -1

Here are the natural (NBO) charges for atoms 1 to 6, given in e: C -0.62; C -0.41; C -0.39; C -1.05; Ta 2.09; H 0.22

(3)
C4H9NO | ωB97M-V/def2-TZVPD

Geometry as XYZ:
```
15
C4H9NO ωB97M-V/def2-TZVPD
C 0.02 0.77 2.18
C 0.35 0.78 0.65
C -0.37 -0.34 -0.09
N -0.07 -1.64 0.42
C -0.13 -0.21 -1.60
O 0.10 0.82 -2.19
H -0.93 0.30 2.38
H 0.75 0.15 2.69
H 0.07 1.79 2.54
H 0.08 1.72 0.20
H 1.43 0.65 0.58
H -1.43 -0.10 0.01
H 0.90 -1.85 0.58
H -0.62 -2.40 0.05
H -0.14 -1.18 -2.14
```

Values from the calculation:
SMILES ... CC[C@H](N)C=O
E_tot ... -287.78348 hartree
Multiplicity ... 1
Net charge ... 0

Here are the natural (NBO) charges for atoms 1 to 6, given in e: C -0.61; C -0.39; C -0.16; N -0.85; C 0.44; O -0.52

(4)
C8H10ClNO | ωB97M-V/def2-TZVPD

Geometry as XYZ:
```
21
C8H10ClNO ωB97M-V/def2-TZVPD
C 1.26 -1.51 -1.25
C 0.82 -0.69 0.02
C 0.12 -1.31 1.14
O -0.06 -2.40 1.60
C -0.57 0.07 1.60
Cl 0.05 0.99 2.95
C -2.00 -0.07 1.82
N -3.14 -0.14 1.87
C -0.05 0.52 -0.10
C 0.74 1.84 -0.07
C -1.20 0.51 -1.01
H 0.36 -2.08 -1.60
H 2.12 -2.06 -0.95
H 1.56 -0.76 -2.00
H 1.83 -0.41 0.46
H 0.03 2.72 -0.17
H 1.49 1.64 -0.94
H 1.28 1.89 0.94
H -0.94 0.36 -2.13
H -1.94 1.31 -1.16
H -1.77 -0.42 -1.01
```

Values from the calculation:
SMILES ... C[C@@H]1C(=O)[C@](Cl)(C#N)C1(C)C
E_tot ... -900.93472 hartree
Multiplicity ... 1
Net charge ... 0

Here are the natural (NBO) charges for atoms 1 to 6, given in e: C -0.60; C -0.36; C 0.62; O -0.47; C -0.28; Cl 0.05

(5)
C4H8NO3 | ωB97M-V/def2-TZVPD

Geometry as XYZ:
```
16
C4H8NO3 ωB97M-V/def2-TZVPD
C -3.24 1.95 0.10
C -1.86 1.15 0.25
O -2.01 -0.06 0.54
O -0.79 1.75 0.02
H -4.01 1.21 -0.06
H -3.20 2.55 -0.80
H -3.32 2.48 1.04
C 1.24 -2.38 -0.43
C 2.15 -1.18 -0.19
O 3.36 -1.26 -0.31
N 1.52 -0.03 0.07
H 2.10 0.79 0.01
H 0.53 -0.01 0.26
H 0.31 -2.33 0.13
H 1.81 -3.23 -0.03
H 1.03 -2.41 -1.49
```

Values from the calculation:
E_tot ... -437.79198 hartree
Multiplicity ... 1
Net charge ... -1

Here are the natural (NBO) charges for atoms 1 to 6, given in e: C -0.75; C 0.78; O -0.81; O -0.80; H 0.20; H 0.20

(6)
C6H15NO | ωB97M-V/def2-TZVPD

Geometry as XYZ:
```
23
C6H15NO ωB97M-V/def2-TZVPD
C -0.40 1.70 1.15
C -1.94 1.62 0.82
C -2.30 0.19 0.36
N -3.21 -0.46 1.09
O -1.63 -0.49 -0.44
H 0.01 0.61 1.32
H -0.15 2.26 2.05
H 0.05 2.14 0.30
H -2.61 1.92 1.63
H -2.03 2.19 -0.11
H -3.39 -1.44 0.69
H -3.58 -0.33 2.06
C 1.66 -1.61 0.04
C 2.37 -1.29 -1.32
C 1.89 0.11 -1.84
H 1.77 -2.64 0.25
H 0.62 -1.25 0.14
H 2.05 -1.05 0.94
H 3.30 -1.38 -1.23
H 1.93 -2.13 -1.93
H 2.70 0.50 -2.50
H 0.99 0.01 -2.46
H 1.90 0.81 -1.04
```

Values from the calculation:
SMILES ... CCC(N)=O.CCC
E_tot ... -367.54970 hartree
Multiplicity ... 1
Net charge ... 0

Here are the natural (NBO) charges for atoms 1 to 6, given in e: C -0.60; C -0.50; C 0.67; N -0.84; O -0.64; H 0.22

(7)
C25H34N2O6 | ωB97M-V/def2-TZVPD

Geometry as XYZ:
```
67
C25H34N2O6 ωB97M-V/def2-TZVPD
C 5.49 2.07 -0.34
C 5.13 0.75 0.34
O 4.22 0.88 1.41
C 2.91 1.24 1.02
C 1.99 1.08 2.23
C 0.56 1.54 1.92
N -0.08 0.69 0.94
C -0.04 0.88 -0.39
O -0.38 0.01 -1.20
C 0.42 2.16 -0.96
C 0.84 2.33 -2.26
C 1.14 3.70 -2.41
C 0.88 4.27 -1.21
O 0.45 3.36 -0.33
C -0.69 -0.54 1.47
C 0.32 -1.71 1.45
O 0.70 -2.22 2.48
N 0.73 -2.05 0.22
C 1.69 -3.09 -0.03
C 2.92 -2.54 -0.79
C 3.19 -3.55 -1.90
C 1.79 -4.02 -2.29
C 1.10 -4.20 -0.94
C -2.00 -0.88 0.79
C -2.32 -2.19 0.46
C -3.52 -2.49 -0.14
C -4.43 -1.49 -0.42
C -4.17 -0.18 -0.06
O -5.05 0.85 -0.24
C -6.28 0.57 -0.88
C -2.94 0.13 0.55
O -2.61 1.39 1.00
C -2.95 2.51 0.21
H 5.80 2.80 0.41
H 6.31 1.91 -1.03
H 4.65 2.47 -0.89
H 4.73 0.05 -0.41
H 6.02 0.31 0.80
H 2.88 2.28 0.67
H 2.57 0.59 0.20
H 2.38 1.69 3.05
H 1.99 0.04 2.55
H 0.57 2.57 1.57
H -0.04 1.51 2.83
H 0.91 1.56 -3.00
H 1.50 4.19 -3.30
H 0.95 5.28 -0.86
H -0.91 -0.34 2.52
H 0.31 -1.57 -0.57
H 1.97 -3.49 0.95
H 2.65 -1.58 -1.23
H 3.77 -2.39 -0.14
H 3.77 -4.39 -1.52
H 3.73 -3.11 -2.74
H 1.29 -3.25 -2.87
H 1.80 -4.94 -2.87
H 1.34 -5.18 -0.52
H 0.02 -4.11 -1.01
H -1.62 -2.98 0.69
H -3.75 -3.52 -0.40
H -5.36 -1.75 -0.89
H -6.88 -0.14 -0.30
H -6.13 0.19 -1.89
H -6.80 1.53 -0.93
H -2.78 2.32 -0.85
H -3.99 2.81 0.36
H -2.29 3.31 0.55
```

Values from the calculation:
SMILES ... CCOCCCN(C(=O)c1ccco1)[C@H](C(=O)NC1CCCC1)c1cccc(OC)c1OC
E_tot ... -1533.95969 hartree
Multiplicity ... 1
Net charge ... 0

Here are the natural (NBO) charges for atoms 1 to 6, given in e: C -0.64; C -0.05; O -0.54; C -0.07; C -0.42; C -0.22

(8)
C3H10N2OS | ωB97M-V/def2-TZVPD

Geometry as XYZ:
```
17
C3H10N2OS ωB97M-V/def2-TZVPD
C 1.48 0.09 1.85
C 0.98 -1.35 1.65
N -0.43 -1.58 1.38
S -1.35 -0.72 0.32
O -2.29 0.11 1.42
H 0.89 0.67 1.24
H 1.25 0.30 2.82
H 2.63 0.16 1.63
H 1.36 -1.93 0.72
H 1.34 -1.96 2.45
H -0.96 -2.35 1.68
H -1.69 0.64 1.92
C -0.83 1.39 -4.14
N 0.13 1.73 -3.40
H -1.83 1.63 -3.94
H -0.71 0.82 -4.94
H 0.02 2.34 -2.66
```

Values from the calculation:
SMILES ... CCNSO.C=N
E_tot ... -703.12601 hartree
Multiplicity ... 1
Net charge ... 0

Here are the natural (NBO) charges for atoms 1 to 6, given in e: C -0.61; C -0.22; N -0.83; S 0.64; O -0.86; H 0.21

(9)
C4H8O2 | ωB97M-V/def2-TZVPD

Geometry as XYZ:
```
14
C4H8O2 ωB97M-V/def2-TZVPD
O -0.26 1.85 0.14
C 0.14 1.11 -0.73
C 0.39 -0.31 -0.58
C 0.12 -1.13 0.65
C -1.05 -0.86 -0.20
O -2.06 -0.04 0.24
H 0.20 1.44 -1.79
H 0.96 -0.79 -1.38
H 0.53 -2.14 0.62
H 0.15 -0.65 1.63
H -1.43 -1.58 -0.91
H -1.68 0.73 0.70
H 1.74 1.45 0.89
H 2.24 0.93 0.71
```

Values from the calculation:
SMILES ... O=C[C@H]1C[C@H]1O.[H][H]
E_tot ... -307.59224 hartree
Multiplicity ... 1
Net charge ... 0

Here are the natural (NBO) charges for atoms 1 to 6, given in e: O -0.61; C 0.43; C -0.39; C -0.45; C 0.17; O -0.69

(10)
C33H33AsN2PPtS3Te | ωB97M-V/def2-TZVPD

Geometry as XYZ:
```
75
C33H33AsN2PPtS3Te ωB97M-V/def2-TZVPD
Pt -2.35 0.08 0.78
C 1.18 0.55 0.06
C 1.16 0.03 -1.38
As 2.19 -1.66 -1.63
C 2.09 -1.63 -3.58
C 0.84 -1.58 -4.19
C 0.74 -1.63 -5.58
C 1.88 -1.74 -6.36
C 3.13 -1.80 -5.75
C 3.23 -1.75 -4.37
C 3.94 -0.86 -1.32
C 4.75 -1.46 -0.36
C 6.00 -0.93 -0.06
C 6.44 0.21 -0.72
C 5.64 0.81 -1.69
C 4.39 0.28 -1.98
P -0.13 -0.21 1.08
C 0.09 0.41 2.80
C -1.22 0.72 3.42
C -1.23 0.99 4.85
C -0.06 1.08 5.55
C 1.15 0.87 4.89
C 1.24 0.54 3.53
C 0.25 -1.96 1.23
C 1.48 -2.37 1.75
C 1.82 -3.71 1.77
C 0.93 -4.65 1.26
C -0.29 -4.25 0.74
C -0.64 -2.91 0.73
H 1.03 1.63 0.11
H 2.15 0.34 0.53
H 1.60 0.80 -2.03
H 0.14 -0.14 -1.74
H -0.06 -1.53 -3.60
H -0.24 -1.59 -6.04
H 1.80 -1.77 -7.43
H 4.02 -1.90 -6.35
H 4.21 -1.80 -3.91
H 4.41 -2.35 0.15
H 6.63 -1.41 0.67
H 7.42 0.62 -0.50
H 5.99 1.68 -2.21
H 3.79 0.74 -2.76
H -1.45 1.71 2.97
H -2.18 1.17 5.33
H -0.06 1.32 6.61
H 2.07 0.95 5.45
H 2.22 0.36 3.10
H 2.21 -1.65 2.10
H 2.77 -4.03 2.16
H 1.19 -5.70 1.26
H -0.98 -4.98 0.34
H -1.60 -2.60 0.32
C -8.12 1.23 1.41
N -7.05 0.33 1.02
C -5.76 0.64 1.02
N -5.38 1.85 1.41
S -4.64 -0.55 0.52
H -9.06 0.68 1.38
H -8.19 2.08 0.73
H -7.97 1.58 2.43
H -7.28 -0.60 0.71
H -6.04 2.56 1.70
H -4.40 2.07 1.43
S -3.30 -1.04 3.78
C -2.36 -0.19 2.80
Te -2.49 1.06 -1.70
C -2.01 2.98 -1.17
C -2.06 4.06 -2.02
C -1.69 5.27 -1.41
C -1.37 5.11 -0.09
S -1.52 3.49 0.41
H -2.35 3.98 -3.06
H -1.66 6.22 -1.91
H -1.06 5.87 0.61
```

Values from the calculation:
E_tot ... -5545.29208 hartree
Multiplicity ... 2
Net charge ... +2

Here are the Mulliken charges for atoms 1 to 6, given in e: Pt 1.57; C -0.50; C -0.82; As 0.63; C 0.23; C -0.36

(11)
C33H41Cl5FIrN3OP2Si | ωB97M-V/def2-TZVPD

Geometry as XYZ:
```
88
C33H41Cl5FIrN3OP2Si ωB97M-V/def2-TZVPD
Ir 0.66 -0.01 1.07
C -1.22 1.09 4.00
Si -0.16 -0.47 4.14
C 0.05 -0.80 5.99
C -0.99 -1.99 3.39
N 1.26 -0.18 3.09
C 2.57 -0.04 3.42
C 3.14 -0.26 4.69
C 4.49 -0.08 4.91
C 5.34 0.31 3.88
C 4.82 0.52 2.61
C 3.47 0.34 2.43
F 2.93 0.54 1.18
H -1.49 1.47 4.98
H -2.14 0.88 3.45
H -0.70 1.89 3.47
H -0.95 -0.91 6.40
H 0.53 0.02 6.51
H 0.60 -1.72 6.21
H -1.97 -2.16 3.84
H -0.39 -2.89 3.55
H -1.13 -1.86 2.32
H 2.50 -0.58 5.50
H 4.89 -0.26 5.90
H 6.40 0.44 4.06
H 5.44 0.81 1.78
C 1.40 3.16 -0.71
P 0.04 2.07 -0.16
C -0.41 1.21 -1.78
N -0.83 1.99 -2.91
C -1.63 1.32 -3.65
C -1.98 1.65 -5.02
C -2.41 0.78 -5.96
C -2.65 -0.67 -5.93
C -2.21 -1.58 -5.05
C -1.36 -1.13 -3.92
N -0.72 -2.00 -2.98
C -0.52 -1.38 -1.89
P 0.64 -1.90 -0.54
C -0.33 -3.34 0.04
C 2.19 -2.65 -1.33
C 3.29 -1.59 -1.42
C 2.67 -3.73 -0.35
C 1.94 -3.26 -2.71
C -1.32 3.30 0.23
C -1.54 4.30 -0.91
C -2.62 2.55 0.51
C -0.86 4.05 1.50
H 1.23 3.48 -1.74
H 2.35 2.62 -0.66
H 1.47 4.02 -0.05
H -1.79 2.68 -5.31
H -2.60 1.21 -6.93
H -3.22 -1.04 -6.78
H -2.39 -2.64 -5.17
H -0.45 -4.06 -0.77
H -1.31 -2.99 0.37
H 0.17 -3.81 0.89
H 3.34 -0.99 -0.52
H 3.16 -0.94 -2.28
H 4.26 -2.09 -1.55
H 2.84 -3.32 0.65
H 3.61 -4.13 -0.71
H 1.97 -4.57 -0.28
H 1.77 -2.49 -3.45
H 1.08 -3.93 -2.72
H 2.83 -3.83 -2.99
H -1.81 3.79 -1.83
H -0.65 4.90 -1.10
H -2.35 4.96 -0.62
H -2.94 1.98 -0.37
H -3.41 3.27 0.74
H -2.51 1.87 1.35
H -0.24 4.91 1.25
H -0.27 3.40 2.16
H -1.72 4.40 2.07
Cl -4.73 0.33 -4.09
C -3.59 -0.16 -2.89
C -2.08 0.00 -3.06
Cl 0.16 -0.51 -4.83
C -1.30 -0.07 -1.73
Cl 1.29 0.66 -2.19
C -2.06 -0.33 -0.45
O -1.46 -0.26 0.69
C -3.35 -0.76 -0.53
Cl -4.11 -1.27 0.93
C -4.12 -0.61 -1.73
Cl -5.81 -0.90 -1.62
```

Values from the calculation:
E_tot ... -4998.65677 hartree
Multiplicity ... 1
Net charge ... +1

Here are the Mulliken charges for atoms 1 to 6, given in e: Ir 3.76; C -0.46; Si 0.09; C -1.40; C -0.61; N 0.49

(12)
C2H4NO2S | ωB97M-V/def2-TZVPD

Geometry as XYZ:
```
10
C2H4NO2S ωB97M-V/def2-TZVPD
C 1.16 0.12 -0.23
C 0.21 -0.88 0.18
N 1.63 0.79 0.74
O -2.06 1.53 0.13
O -2.59 -0.74 -0.79
S -2.01 0.05 0.31
H 1.35 0.18 -1.39
H -0.10 -1.59 -0.65
H 0.36 -1.07 1.25
H 2.04 1.60 0.46
```

Values from the calculation:
E_tot ... -682.01092 hartree
Multiplicity ... 1
Net charge ... -1

Here are the natural (NBO) charges for atoms 1 to 6, given in e: C 0.09; C -0.71; N -0.75; O -0.98; O -1.00; S 1.50

(13)
C4H8F2N2O11S2Zr | ωB97M-V/def2-TZVPD

Geometry as XYZ:
```
30
C4H8F2N2O11S2Zr ωB97M-V/def2-TZVPD
Zr -0.19 -0.12 -0.41
O -1.79 1.29 -0.09
C -2.53 1.39 -1.30
C -2.52 0.22 -2.29
O -1.23 -0.35 -2.36
H -2.26 2.30 -1.86
H -3.58 1.54 -0.99
H -3.09 0.55 -3.18
H -3.15 -0.59 -1.88
O -1.07 -1.90 0.54
C -0.18 -3.01 0.56
C 1.16 -2.87 -0.27
O 1.41 -1.56 -0.76
H -0.71 -3.91 0.23
H 0.10 -3.12 1.62
H 1.05 -3.55 -1.12
H 2.01 -3.20 0.34
N 0.74 0.58 1.39
S 2.14 0.49 2.05
O 2.41 -0.73 2.76
O 2.85 1.68 2.45
F 2.97 0.25 0.67
S 0.07 1.28 2.83
O -0.15 2.68 2.69
O 0.36 0.69 4.10
F -1.34 0.61 2.54
N 1.65 2.36 -2.06
O 0.93 3.26 -2.54
O 2.88 2.37 -2.15
O 1.08 1.37 -1.47
```

Values from the calculation:
E_tot ... -2137.55433 hartree
Multiplicity ... 1
Net charge ... -2

Here are the natural (NBO) charges for atoms 1 to 6, given in e: Zr 2.45; O -0.90; C -0.08; C -0.07; O -0.89; H 0.15

(14)
C9H14N2O5 | ωB97M-V/def2-TZVPD

Geometry as XYZ:
```
30
C9H14N2O5 ωB97M-V/def2-TZVPD
O 3.37 -0.81 -1.16
C 3.63 -0.57 0.04
O 4.83 -1.03 0.39
C 2.77 0.17 0.97
C 1.36 0.30 0.32
N 0.87 -0.84 -0.51
C -0.40 -1.07 -0.90
O -0.71 -2.13 -1.49
C -1.42 -0.03 -0.34
C -2.05 -0.54 1.00
C -3.55 -0.24 0.92
C -3.69 0.46 -0.44
N -2.54 0.08 -1.16
C 1.44 1.60 -0.56
O 1.08 2.61 -0.03
O 1.96 1.57 -1.79
H 5.17 -0.53 1.17
H 3.31 0.99 1.57
H 2.81 -0.54 1.87
H 0.50 0.36 1.01
H 1.56 -1.27 -1.09
H -0.79 0.93 -0.14
H -1.94 -1.62 0.91
H -1.38 -0.37 1.86
H -4.30 -1.08 0.98
H -3.77 0.50 1.81
H -4.57 0.14 -1.01
H -3.72 1.53 -0.32
H -2.31 0.69 -1.98
H 2.46 0.74 -1.91
```

Values from the calculation:
SMILES ... O=C(O)C[C@H](NC(=O)[C@@H]1CCCN1)C(=O)O
E_tot ... -837.02232 hartree
Multiplicity ... 1
Net charge ... 0

Here are the natural (NBO) charges for atoms 1 to 6, given in e: O -0.63; C 0.80; O -0.64; C -0.57; C -0.15; N -0.64

(15)
CH3N2OS2 | ωB97M-V/def2-TZVPD

Geometry as XYZ:
```
9
CH3N2OS2 ωB97M-V/def2-TZVPD
C -3.78 0.73 -0.28
N -0.65 0.50 0.24
N -0.61 -0.95 0.08
O -3.89 1.10 -1.39
S -3.78 0.02 1.06
S -1.29 -1.60 -1.39
H 0.21 0.81 -0.26
H -1.41 0.93 -0.26
H -1.31 -1.34 0.78
```

Values from the calculation:
E_tot ... -1021.02279 hartree
Multiplicity ... 1
Net charge ... -1

Here are the natural (NBO) charges for atoms 1 to 6, given in e: C 0.40; N -0.70; N -0.63; O -0.47; S 0.03; S -0.60

(16)
C3H3N3O | ωB97M-V/def2-TZVPD

Geometry as XYZ:
```
10
C3H3N3O ωB97M-V/def2-TZVPD
N 2.13 -0.33 0.60
C 0.98 -0.54 0.26
C -0.23 -0.95 -0.13
C -1.43 -0.55 0.59
O -1.45 0.30 1.47
H 2.52 0.57 0.34
H -0.32 -1.47 -1.08
H -2.37 -1.05 0.27
N 0.55 2.20 -0.93
N -0.37 1.81 -1.39
```

Values from the calculation:
SMILES ... N=C=CC=O.N#N
E_tot ... -355.60747 hartree
Multiplicity ... 1
Net charge ... 0

Here are the natural (NBO) charges for atoms 1 to 6, given in e: N -0.60; C 0.53; C -0.58; C 0.40; O -0.54; H 0.40